A molecular structure, C44H78F30N9O23S10 in a non-equilibrium geometry. Source: the OMol25 dataset; level of theory: the ωB97M-V functional and the def2-TZVPD basis.

The energy is -10924.1943 Ha. As for the charge: -1. As for the HOMO-LUMO gap: 5.638 eV. Its molar mass is 1991.76 g mol⁻¹. The energy above the lowest of the compared OMol25 structures with the same formula, charge and spin comes out at 47.4 kJ/mol. The HOMO energy is -6.41 eV.

Each line ends with the Löwdin charge.
Cartesian coordinates (Å):
C1 1.27429 0.42581 6.60783  -0.01
C2 -0.00883 -0.32541 6.83129  -0.40
C3 -1.08295 0.47391 7.44399  -0.12
C4 -2.56133 -0.06433 7.37727  -0.11
C5 -2.95263 -0.22521 5.86549  -0.09
C6 -1.97349 -1.15587 5.08991  -0.39
N1 -0.57008 -0.60975 5.28189  0.02
O1 0.01056 -0.22585 4.41955  0.23
C7 -2.22891 -1.07784 3.61930  -0.02
C8 -2.01842 -2.65090 5.61580  0.02
C9 0.36409 -1.64077 7.48752  -0.02
H1 1.98204 -0.29272 6.16620  0.11
H2 1.58236 0.75004 7.60152  0.12
H3 1.15128 1.24086 5.92037  0.05
H4 -1.04060 1.44915 7.00651  0.11
H5 -0.81447 0.64708 8.48199  0.14
H6 -3.18159 0.63387 7.89433  0.10
H7 -2.72565 -1.00073 7.91028  0.10
H8 -3.03895 0.74075 5.37525  0.11
H9 -3.90576 -0.71669 5.78452  0.12
H10 -1.88318 -0.13283 3.22194  0.05
H11 -3.30573 -1.10381 3.47667  0.12
H12 -1.71092 -1.91321 3.15984  0.08
H13 -1.14403 -3.15458 5.21847  0.06
H14 -2.81328 -3.28718 5.19998  0.11
H15 -2.12153 -2.72959 6.68118  0.06
H16 -0.39528 -2.29408 7.94973  0.09
H17 1.05121 -1.46215 8.27957  0.08
H18 0.87349 -2.26314 6.72887  0.09
C10 1.65004 -1.97181 -1.49244  -0.07
C11 0.78780 -1.02639 -0.66802  -0.21
C12 -0.46795 -0.75492 -1.43820  -0.13
N2 -1.25502 0.38521 -0.82739  -0.19
C13 -0.42539 1.70601 -0.94212  -0.07
C14 -0.27483 2.09083 -2.39377  -0.13
C15 -1.67458 2.28899 -3.04485  -0.16
C16 -2.39130 0.97767 -3.04949  -0.16
C17 -2.59500 0.46698 -1.59980  -0.07
C18 -1.51068 0.17907 0.61906  0.01
H19 1.81664 -1.54723 -2.50289  0.10
H20 1.10107 -2.90629 -1.62008  0.07
H21 2.60875 -2.23088 -1.06350  0.06
H22 1.31516 -0.10329 -0.46337  0.10
H23 0.49263 -1.48041 0.26425  0.08
H24 -1.09416 -1.65923 -1.43550  0.14
H25 -0.34050 -0.59655 -2.50416  0.11
H26 0.46448 1.58423 -0.36261  0.10
H27 -1.09993 2.36660 -0.43798  0.10
H28 0.25233 1.30996 -2.98652  0.12
H29 0.31792 2.98030 -2.43483  0.08
H30 -1.53596 2.65831 -4.08247  0.13
H31 -2.30120 3.00301 -2.59039  0.08
H32 -1.98805 0.08755 -3.60630  0.10
H33 -3.40732 1.02351 -3.39742  0.12
H34 -3.12431 -0.47620 -1.71612  0.11
H35 -3.25400 1.05498 -1.01842  0.08
H36 -2.32177 0.82933 0.86873  0.10
H37 -0.62247 0.40539 1.16734  0.10
H38 -1.82113 -0.80592 0.95501  0.11
C19 5.30686 -5.44417 1.02051  -0.06
C20 5.02367 -6.58031 0.04946  -0.20
N3 3.83444 -6.62987 -0.78729  -0.24
C21 2.59920 -6.70484 0.18095  0.05
C22 3.72696 -5.38524 -1.58963  -0.15
C23 2.48687 -5.14484 -2.39245  -0.03
C24 3.77099 -7.93844 -1.53817  -0.07
C25 4.86112 -8.17514 -2.57463  -0.25
O2 4.54111 -7.51370 -3.74097  -0.18
C26 5.56348 -7.71521 -4.70303  -0.07
H39 5.28180 -4.42404 0.65540  0.08
H40 6.30784 -5.64851 1.41894  0.10
H41 4.66186 -5.47032 1.86943  0.05
H42 5.07168 -7.45277 0.73752  0.15
H43 5.90584 -6.66996 -0.56484  0.11
H44 2.78921 -7.52092 0.88473  0.12
H45 1.64105 -6.74522 -0.25736  0.07
H46 2.74077 -5.75495 0.69095  0.06
H47 4.56505 -5.33598 -2.25775  0.13
H48 3.82098 -4.60960 -0.83367  0.11
H49 2.50744 -4.08557 -2.61091  0.07
H50 1.53295 -5.22543 -1.86232  0.08
H51 2.34308 -5.59799 -3.36356  0.10
H52 2.84685 -7.96653 -2.10980  0.15
H53 3.78891 -8.77280 -0.81711  0.14
H54 5.05396 -9.23824 -2.64331  0.13
H55 5.80227 -7.71673 -2.19046  0.12
H56 6.49827 -7.28508 -4.29312  0.10
H57 5.21592 -7.20424 -5.57108  0.09
H58 5.67234 -8.78777 -4.91975  0.10
C27 -1.60286 8.63747 1.29338  -0.05
C28 -0.78231 7.35672 1.32898  -0.14
N4 0.20471 7.05711 0.21818  -0.26
C29 1.10797 6.04168 0.80532  0.01
C30 -0.40519 6.72503 -1.05255  -0.15
C31 -0.59375 5.20599 -1.40024  -0.01
C32 1.02070 8.32500 -0.02180  -0.09
C33 2.32004 8.02177 -0.71306  -0.21
O3 3.30024 8.01889 0.35570  -0.20
C34 4.63879 7.71789 -0.22699  -0.04
H59 -0.94345 9.50441 1.21974  0.08
H60 -2.14785 8.84234 2.18133  0.08
H61 -2.28316 8.58185 0.42623  0.07
H62 -1.35463 6.47529 1.57972  0.11
H63 -0.05290 7.44976 2.19224  0.14
H64 1.28579 6.43170 1.74468  0.07
H65 1.98243 5.83636 0.15568  0.13
H66 0.44549 5.18046 0.86367  0.07
H67 0.14762 7.23743 -1.82980  0.13
H68 -1.37440 7.18230 -0.97126  0.08
H69 -1.56171 5.22893 -1.89240  0.08
H70 -0.69803 4.58011 -0.52720  0.05
H71 0.28552 4.87169 -1.94465  0.08
H72 1.24256 8.67030 0.96140  0.13
H73 0.39013 9.08771 -0.42802  0.13
H74 2.58996 8.79969 -1.43650  0.13
H75 2.24386 7.04474 -1.23525  0.12
H76 5.38813 7.92321 0.55217  0.09
H77 4.80935 8.43475 -1.01559  0.07
H78 4.64178 6.69360 -0.56745  0.08
C35 -1.74914 3.12673 3.97700  -0.73
F1 -2.81432 3.78897 3.62725  0.18
F2 -1.69621 3.06972 5.30232  0.14
F3 -1.77442 1.87027 3.55186  0.11
S1 -0.27237 3.90487 3.27746  0.67
O4 -0.33674 3.62465 1.88265  -0.30
O5 -0.43755 5.27985 3.71181  -0.28
N5 0.87934 2.93796 4.11224  -0.29
S2 2.44931 3.19634 3.82228  0.58
O6 2.61237 4.47552 3.19841  -0.30
O7 3.09025 2.72358 5.01366  -0.29
C36 2.89906 1.93328 2.48095  -0.61
F4 2.34437 2.34958 1.30847  0.10
F5 4.17161 1.67264 2.36183  0.17
F6 2.30703 0.72717 2.80706  0.07
C37 2.30734 -4.02921 3.98864  -0.64
F7 2.69097 -5.30468 3.64157  0.07
F8 1.36697 -4.09934 4.83769  0.19
F9 3.39281 -3.38131 4.51601  0.11
S3 1.95218 -3.25882 2.28298  0.61
O8 1.13769 -2.14114 2.59400  -0.30
O9 3.20391 -3.12314 1.68578  -0.26
N6 0.99886 -4.33653 1.34119  -0.27
S4 -0.47784 -4.56516 1.81972  0.55
O10 -0.61917 -4.65096 3.25863  -0.32
O11 -1.51790 -3.82945 1.16862  -0.26
C38 -0.65247 -6.33108 1.28463  -0.65
F10 -1.89756 -6.81394 1.42420  0.14
F11 -0.33400 -6.34774 -0.06890  0.04
F12 0.13487 -7.12238 1.93346  0.17
C39 -4.92641 7.74878 0.78019  -0.55
F13 -6.21463 7.56168 1.17032  0.10
F14 -4.70390 9.13167 0.59447  0.05
F15 -4.08592 7.37330 1.77826  0.09
S5 -4.62629 6.68877 -0.75473  0.57
O12 -5.55812 7.31178 -1.65092  -0.26
O13 -3.22695 6.69032 -0.86831  -0.31
N7 -5.19372 5.32161 -0.23182  -0.28
S6 -4.21058 4.08308 0.19773  0.65
O14 -4.09516 2.99502 -0.71458  -0.28
O15 -2.97431 4.56027 0.78008  -0.31
C40 -5.34130 3.42437 1.56693  -0.69
F16 -4.95476 2.29109 2.09531  0.16
F17 -5.26886 4.39380 2.47008  0.13
F18 -6.57831 3.21633 1.12197  0.15
C41 -0.16712 0.36944 -6.24015  -0.63
F19 -1.47232 0.22981 -5.94220  0.10
F20 0.00108 1.70297 -6.48313  0.08
F21 0.57361 0.08320 -5.16446  0.12
S7 0.16341 -0.52697 -7.84174  0.56
O16 1.51440 -0.11957 -8.18608  -0.31
O17 -0.21353 -1.88783 -7.60134  -0.28
N8 -0.99770 0.19602 -8.62444  -0.30
S8 -0.86952 -0.08666 -10.23866  0.58
O18 -0.09663 -1.23403 -10.53749  -0.30
O19 -2.07540 0.20360 -10.93296  -0.29
C42 0.27066 1.29162 -10.95149  -0.58
F22 1.57699 1.04935 -10.69581  0.10
F23 0.13809 1.32726 -12.27736  0.12
F24 -0.10141 2.50178 -10.34720  0.05
C43 -2.42349 -7.20706 -2.53609  -0.60
F25 -3.27268 -7.72654 -3.43115  0.12
F26 -2.98817 -7.14103 -1.33891  0.13
F27 -1.34966 -8.10820 -2.41625  0.05
S9 -1.79766 -5.50598 -3.14760  0.59
O20 -1.23657 -4.90183 -1.97299  -0.32
O21 -0.98872 -5.93519 -4.22792  -0.28
N9 -3.10108 -4.71964 -3.71208  -0.30
S10 -3.10570 -3.13418 -3.54509  0.64
O22 -3.73012 -2.63920 -2.29296  -0.34
O23 -1.79016 -2.60248 -3.91771  -0.32
C44 -4.30315 -2.59245 -4.87067  -0.75
F28 -4.45256 -1.31958 -4.66272  0.16
F29 -3.75975 -2.75396 -6.01921  0.21
F30 -5.46579 -3.24423 -4.71772  0.14